This record from OMol25 describes a molecular structure, C27H33AuIN8 in a non-equilibrium geometry. The level of theory is ωB97M-V/def2-TZVPD.

CARTESIAN COORDINATES (ANGSTROEM)
Au1 0.01517 -0.09425 0.14583
C1 -1.61669 -2.13280 2.03170
N1 -0.35851 -2.26539 1.29245
C2 0.80959 -2.61783 2.10563
C3 1.59986 -1.41051 2.48856
N2 1.69842 -0.35948 1.70992
C4 2.63016 0.48533 2.28976
C5 3.17133 1.69397 1.85528
C6 4.14065 2.27912 2.64273
C7 4.57638 1.68214 3.83270
C8 4.06558 0.47132 4.26720
C9 3.08772 -0.11296 3.47602
N3 2.39964 -1.31730 3.56161
C10 -1.99159 -0.70758 2.23287
N4 -1.37631 0.33625 1.69072
C11 -2.10254 1.47559 2.04906
C12 -1.92990 2.83612 1.80120
C13 -2.89358 3.70256 2.27629
C14 -4.00750 3.25380 2.99472
C15 -4.16646 1.91594 3.29595
C16 -3.19678 1.04787 2.81607
N5 -3.07355 -0.33133 2.91754
H1 -1.56451 -2.64151 2.99888
H2 -2.42254 -2.61119 1.46825
H3 -0.47376 -2.95773 0.56249
H4 1.47083 -3.24994 1.50726
H5 0.53245 -3.19311 2.99284
H6 2.85937 2.12862 0.91461
H7 4.58412 3.21564 2.33499
H8 5.34031 2.17225 4.41935
H9 4.43489 0.00337 5.16941
H10 2.52319 -2.01351 4.28180
H11 -1.06707 3.21027 1.27416
H12 -2.78561 4.76276 2.09301
H13 -4.75106 3.96390 3.32720
H14 -5.00852 1.55949 3.87322
H15 -3.70174 -0.93606 3.42774
I1 1.18013 5.77311 -0.86249
C17 -0.09275 4.13403 -1.18901
C18 -1.25724 4.24572 -1.94488
C19 -2.04867 3.11844 -2.12340
C20 -1.65459 1.91835 -1.56337
N6 -0.53034 1.82689 -0.84543
C21 0.23646 2.89973 -0.64718
H16 -1.52988 5.19007 -2.39710
H17 -2.95956 3.16198 -2.70415
H18 -2.24249 1.01859 -1.68686
H19 1.13193 2.77416 -0.05374
C22 -0.14454 -4.22480 -4.07692
C23 1.06367 -3.29986 -4.24690
N7 0.83730 -1.96383 -3.67413
C24 0.32430 -0.92388 -4.57344
C25 -1.20598 -0.88208 -4.65782
C26 0.96676 -1.73958 -2.37714
C27 1.68078 -2.73621 -1.51841
N8 0.51272 -0.63631 -1.80802
H20 0.10394 -5.20843 -4.47168
H21 -1.00061 -3.84849 -4.63235
H22 -0.43443 -4.33590 -3.03123
H23 1.25978 -3.17914 -5.30978
H24 1.94326 -3.75480 -3.79555
H25 0.73095 -1.11615 -5.56360
H26 0.71842 0.04399 -4.25195
H27 -1.58807 -1.69965 -5.26349
H28 -1.51879 0.04907 -5.12847
H29 -1.66214 -0.94516 -3.66760
H30 2.64427 -2.98859 -1.95924
H31 1.11567 -3.66283 -1.41050
H32 1.85918 -2.29324 -0.54079
H33 0.10910 0.04098 -2.44238

Forces on the atoms, in the same order (eV/Å):
Au -1.56 1.32 -0.59
C -0.29 0.00 0.05
N 0.17 0.28 -0.53
C 0.32 -0.14 0.11
C 0.12 0.26 -0.06
N -0.43 -0.53 -0.29
C 0.47 0.20 0.34
C -0.15 -0.11 0.04
C -0.10 0.09 -0.13
C -0.10 -0.26 0.14
C 0.19 0.16 0.10
C -0.08 0.22 -0.50
N 0.01 -0.09 0.12
C -0.20 -0.19 0.14
N 1.01 -0.40 -0.57
C -0.39 0.41 0.22
C 0.06 -0.06 -0.02
C 0.10 0.05 -0.09
C -0.06 -0.22 0.10
C -0.06 0.08 0.05
C 0.28 0.18 -0.23
N 0.15 0.10 -0.05
H 0.03 -0.01 -0.04
H 0.07 -0.04 -0.01
H 0.00 -0.02 0.02
H -0.11 -0.08 0.02
H -0.09 0.01 -0.07
H 0.09 0.07 0.00
H 0.02 0.00 -0.02
H 0.01 -0.01 0.00
H -0.04 -0.01 0.02
H -0.03 -0.02 -0.02
H -0.04 0.05 0.09
H 0.03 0.01 0.00
H 0.02 0.02 0.04
H -0.02 0.01 0.01
H 0.04 -0.07 -0.03
I -0.33 -0.43 -0.06
C 0.29 0.37 0.01
C 0.10 -0.15 0.05
C 0.12 0.04 -0.01
C -0.36 -0.15 -0.10
N 0.09 -1.38 0.43
C 0.47 0.13 0.00
H -0.04 0.02 0.03
H -0.02 -0.02 0.01
H -0.01 0.02 0.03
H -0.04 -0.02 0.00
C 0.13 0.20 -0.09
C -0.18 -0.58 0.01
N 0.12 0.32 0.28
C -0.49 0.14 -0.08
C 0.19 0.03 0.04
C 0.31 -0.60 -0.11
C -0.10 0.00 0.13
N -0.07 0.72 0.94
H -0.02 -0.02 0.02
H -0.06 -0.04 0.01
H 0.02 -0.03 0.02
H 0.17 0.14 0.05
H 0.06 0.12 -0.08
H 0.14 0.03 0.07
H 0.12 -0.07 -0.06
H -0.05 -0.03 0.04
H -0.02 -0.01 -0.03
H -0.05 0.00 -0.01
H 0.00 0.01 0.02
H -0.01 -0.02 -0.06
H 0.05 -0.01 -0.01
H 0.01 0.00 0.11

Computed properties:
HOMO-LUMO gap (eV): 4.65
LUMO level (Eh): -0.427
Energy above the lowest of the compared OMol25 structures with the same formula, charge and spin (kcal per mole): 25.61
Net charge: +3
DFT total energy (eV): -52223.58766
Spin multiplicity: 1

***

This record from OMol25 describes a single C18H21NO2S molecule. The level of theory is ωB97M-V/def2-TZVPD.

CARTESIAN COORDINATES (ANGSTROEM)
C1 2.30105 4.95388 -1.52576
H1 2.45893 5.82395 -2.16001
O1 1.62011 4.01090 -2.31713
C2 1.17164 2.87383 -1.62474
C3 2.29271 1.87430 -1.34111
H2 2.77895 1.56693 -2.26718
H3 3.03505 2.28910 -0.65975
S1 1.65098 0.40319 -0.48539
C4 0.62153 -0.25565 -1.79571
C5 1.25627 -0.80310 -2.90059
C6 0.51564 -1.27786 -3.96722
C7 -0.86729 -1.19832 -3.93617
C8 -1.49986 -0.65277 -2.83532
C9 -0.76905 -0.19057 -1.74449
C10 -1.54121 0.40910 -0.60874
O2 -2.47360 1.16617 -0.80005
N1 -1.13749 0.01680 0.61547
H4 -0.37029 -0.63087 0.71001
C11 -1.79402 0.43116 1.82926
H5 -1.06206 0.90428 2.49256
H6 -2.55375 1.16252 1.54450
C12 -2.44373 -0.76467 2.54427
C13 -1.39919 -1.77999 2.91024
C14 -0.69555 -1.67195 4.10319
C15 0.30519 -2.57434 4.41595
C16 0.62070 -3.59492 3.53510
C17 -0.07266 -3.71054 2.34276
C18 -1.07563 -2.80869 2.03340
H7 -1.61923 -2.90782 1.10377
H8 0.16722 -4.50520 1.65140
H9 1.40246 -4.29905 3.77828
H10 0.84088 -2.48127 5.34935
H11 -0.93832 -0.87650 4.79365
H12 -3.18661 -1.20959 1.88025
H13 -2.94975 -0.40008 3.43919
H14 -2.57548 -0.56635 -2.80017
H15 -1.45028 -1.55755 -4.77056
H16 1.01910 -1.70441 -4.82175
H17 2.33485 -0.85553 -2.91749
H18 0.68246 3.15571 -0.68048
H19 0.42419 2.41174 -2.27707
H20 3.27262 4.58144 -1.18212
H21 1.70252 5.24259 -0.65362

Forces on the atoms, in the same order (eV/Å):
C 0.01 -0.02 -0.01
H 0.06 0.04 0.09
O 0.01 0.08 -0.22
C -0.03 -0.17 0.04
C -0.28 -0.05 0.02
H 0.06 0.09 0.03
H 0.06 0.00 -0.03
S 0.30 0.07 -0.22
C 0.22 0.18 0.49
C -0.05 -0.12 -0.16
C 0.08 0.02 -0.03
C -0.05 0.00 0.02
C -0.07 0.00 0.08
C 0.02 -0.01 -0.35
C 0.25 -0.13 0.13
O -0.27 0.14 -0.15
N -0.11 -0.23 0.26
H -0.12 0.10 -0.13
C -0.29 0.08 0.06
H -0.09 0.03 -0.02
H 0.15 -0.04 0.09
C 0.18 0.19 -0.08
C -0.18 -0.02 0.02
C 0.00 -0.01 -0.01
C 0.07 0.02 0.07
C 0.08 -0.08 0.01
C 0.09 -0.08 -0.04
C -0.04 -0.02 0.01
H -0.07 0.00 -0.07
H 0.02 -0.07 -0.05
H 0.06 -0.06 0.02
H 0.04 0.01 0.08
H -0.04 0.09 0.08
H -0.04 0.03 0.03
H -0.05 -0.02 0.01
H -0.10 0.02 -0.02
H -0.06 -0.04 -0.06
H 0.04 -0.04 -0.08
H 0.09 0.00 0.01
H 0.01 -0.03 -0.08
H 0.05 0.01 0.16
H -0.01 0.04 0.01
H 0.02 0.01 0.00

Computed properties:
HOMO-LUMO gap (eV): 9.32
LUMO level (Eh): 0.024
SMILES: COCCSc1ccccc1C(=O)NCCc1ccccc1
Energy above the lowest of the compared OMol25 structures with the same formula, charge and spin (kcal per mole): 25.56
DFT total energy (eV): -35427.33636
Spin multiplicity: 1

***

This record from OMol25 describes 5 unconnected molecules or ions with the total composition C26H54Cl2IN3O15PS5 in a non-equilibrium geometry. The level of theory is ωB97M-V/def2-TZVPD.

CARTESIAN COORDINATES (ANGSTROEM)
C1 0.48738 3.18604 6.32517
C2 -1.04110 3.83929 6.14535
N1 -1.78948 3.86840 7.32893
C3 -1.61160 4.44734 4.71386
C4 -2.57573 3.40783 3.88282
P1 -2.30881 1.75464 4.78294
N2 -3.51288 0.51740 4.33906
O1 -0.76776 1.09592 4.21403
N3 -2.10137 3.12495 2.44130
C5 -3.11413 2.91119 1.49710
C6 -2.96008 2.65755 -0.12049
C7 -1.50809 3.09812 -0.75019
C8 -0.23610 2.21453 -0.20789
I1 0.86479 1.13185 -1.75841
C9 -4.60206 2.95353 2.25246
C10 -5.91964 3.37245 1.35905
C11 -7.25934 2.44287 1.71015
O2 -7.98587 1.93941 0.67575
Cl1 -7.84332 2.02129 3.41756
C12 -4.12992 3.89304 3.50964
S1 -3.83951 5.57941 2.66994
C13 -5.16809 4.19131 4.75006
C14 -6.24243 5.42956 4.41874
O3 -7.39182 5.24335 3.74090
Cl2 -5.95813 7.20222 5.01184
H1 1.03024 3.35494 5.28852
H2 0.43223 2.05223 6.63561
H3 0.97939 3.82947 7.20187
H4 -1.22528 3.42600 8.11138
H5 -2.11285 5.48149 4.98402
H6 -0.64495 4.62255 4.03563
H7 -3.35100 -0.29435 4.98084
H8 -3.18974 0.15575 3.39141
H9 -0.90440 0.84046 3.24537
H10 -1.05812 3.13697 2.30032
H11 -3.22759 1.51263 -0.30253
H12 -3.78165 3.26287 -0.73026
H13 -1.31352 4.27083 -0.64410
H14 -1.56849 2.90547 -1.92638
H15 0.52749 2.98075 0.29202
H16 -0.63278 1.53589 0.66046
H17 -4.78474 1.79965 2.41436
H18 -5.76086 3.23626 0.18670
H19 -6.25516 4.50032 1.50843
H20 -4.12457 5.50704 1.29744
H21 -4.59765 4.55311 5.73262
H22 -5.81238 3.25528 5.07728
O4 -1.72535 -1.53052 -4.47386
S2 -0.45761 -1.48669 -5.17162
O5 0.18106 -0.23726 -5.52750
O6 -0.55119 -2.42344 -6.50136
C15 -1.60826 -2.19764 -7.42221
C16 -1.32395 -0.99797 -8.30680
C17 0.71228 -2.48224 -4.28216
H23 -2.56435 -2.08612 -6.89963
H24 -1.68456 -3.09243 -8.04782
H25 -1.34143 -0.06981 -7.72736
H26 -2.07284 -0.91612 -9.09958
H27 -0.33100 -1.07671 -8.76095
H28 0.25988 -3.45176 -4.06671
H29 0.95576 -1.96718 -3.35062
H30 1.61170 -2.59863 -4.88944
O7 2.36774 -5.28024 -4.40480
S3 2.72531 -6.66419 -4.17507
O8 2.37736 -7.35499 -2.95141
O9 4.32086 -6.85197 -4.44596
C18 5.23342 -6.00580 -3.76215
C19 5.43967 -6.45899 -2.32876
C20 2.15280 -7.63180 -5.54870
H31 4.90431 -4.96195 -3.80357
H32 6.18695 -6.06527 -4.29609
H33 4.53000 -6.31706 -1.73723
H34 6.24377 -5.88889 -1.85500
H35 5.68732 -7.52462 -2.28999
H36 2.46817 -7.15051 -6.47605
H37 1.06276 -7.67521 -5.50109
H38 2.56932 -8.63766 -5.47089
O10 4.22707 3.64910 9.59424
S4 3.34036 2.66119 10.17194
O11 2.03459 2.38037 9.61362
O12 3.17414 2.96389 11.76416
C21 2.76993 4.26213 12.17348
C22 1.27553 4.45720 11.99666
C23 4.22504 1.13036 10.32943
H39 3.33547 5.03363 11.64000
H40 3.01896 4.35518 13.23517
H41 1.00405 4.47154 10.93664
H42 0.95392 5.40325 12.44116
H43 0.71894 3.63722 12.46168
H44 5.18551 1.32488 10.80977
H45 4.38241 0.72585 9.32747
H46 3.62708 0.43556 10.92189
O13 2.15416 -5.98911 -9.19928
S5 2.12528 -4.70456 -9.86641
O14 1.53569 -4.53237 -11.17727
O15 3.63079 -4.08202 -9.88433
C24 4.68820 -4.86836 -10.41341
C25 4.68161 -4.85451 -11.93074
C26 1.40625 -3.51174 -8.76593
H47 4.64466 -5.89226 -10.02693
H48 5.62438 -4.42791 -10.05643
H49 3.80559 -5.37904 -12.32448
H50 5.57564 -5.34519 -12.32568
H51 4.64114 -3.82830 -12.30977
H52 1.89190 -3.59152 -7.79185
H53 0.34154 -3.73561 -8.67312
H54 1.54167 -2.51432 -9.18797

Forces on the atoms, in the same order (eV/Å):
C -0.81 1.31 -0.74
C -1.13 -0.97 5.15
N 3.05 0.12 -5.19
C 1.16 0.09 0.50
C -0.83 -0.08 -1.67
P 0.50 -2.41 2.47
N 2.24 0.28 -1.88
O -2.82 1.10 -2.04
N -2.88 -0.10 -2.18
C 1.13 0.92 1.11
C 0.32 0.08 0.24
C 0.11 -0.24 -1.32
C -0.57 1.91 1.93
I -0.77 0.53 0.90
C 1.22 -1.05 -0.71
C -0.78 0.47 -0.14
C -3.67 -2.75 -6.14
O 5.20 3.64 7.25
Cl 1.22 0.74 -2.26
C -0.55 0.06 -0.41
S -0.07 0.46 -0.28
C -0.23 0.67 1.32
C -6.17 -0.97 -3.83
O 8.07 0.99 4.57
Cl -0.01 -2.80 -0.55
H -0.69 -0.61 2.35
H 0.06 2.38 -0.78
H -0.90 -1.58 -2.11
H -0.53 0.67 -1.32
H 0.82 -2.23 -0.86
H -2.16 -0.12 1.48
H -0.20 1.08 -0.48
H -1.00 0.17 1.20
H 0.63 0.18 1.66
H -1.55 -0.10 -0.46
H 0.74 2.31 0.41
H 1.56 -1.16 1.78
H -0.52 -2.64 0.05
H -0.13 0.46 2.61
H -1.47 -1.83 -1.16
H 1.00 0.77 -1.87
H 0.49 2.17 0.56
H -0.34 -0.01 2.72
H 0.75 -2.41 -0.02
H 0.10 -0.66 1.40
H -0.88 -0.82 -2.28
H 1.32 1.92 -1.03
O 0.76 0.45 -0.69
S 0.29 -0.51 -0.18
O -0.80 -0.69 0.37
O 0.51 0.27 1.33
C -0.81 0.42 -0.85
C 0.05 0.36 0.06
C -0.06 -0.11 -0.20
H 0.18 -0.04 0.09
H 0.15 -0.04 0.33
H -0.01 -0.13 -0.08
H 0.08 -0.09 0.08
H -0.20 -0.04 0.02
H 0.10 0.15 -0.09
H -0.14 0.05 -0.15
H -0.17 -0.01 0.08
O 0.24 -0.64 0.57
S 0.44 -0.77 -0.22
O 0.18 1.02 -0.83
O -1.39 -0.13 -0.38
C 0.75 0.54 0.75
C -0.22 -0.06 0.30
C 0.19 0.03 -0.08
H -0.12 -0.15 -0.08
H -0.33 -0.14 -0.18
H 0.13 -0.01 -0.08
H -0.04 -0.05 -0.12
H 0.04 0.18 -0.06
H -0.03 -0.02 0.12
H 0.15 0.10 0.14
H -0.03 0.18 0.07
O -1.10 -0.56 0.27
S 0.29 -0.03 0.71
O 0.86 0.51 0.07
O 0.49 -0.89 -1.18
C -0.55 1.09 0.31
C -0.25 -0.03 -0.27
C -0.02 -0.01 0.18
H 0.02 -0.21 -0.04
H 0.16 -0.30 -0.21
H 0.04 0.03 0.14
H 0.10 -0.11 0.00
H 0.12 0.15 0.03
H -0.18 0.04 -0.06
H -0.10 0.19 0.07
H 0.04 0.15 -0.08
O 0.02 0.70 -0.74
S 0.31 0.45 -0.17
O 0.48 -0.53 1.13
O -1.39 0.03 0.56
C 0.85 -0.62 -0.69
C -0.26 -0.09 -0.27
C 0.20 0.05 0.03
H -0.15 0.14 0.04
H -0.33 0.12 0.18
H 0.14 0.06 0.05
H -0.06 0.07 0.11
H 0.09 -0.13 0.11
H -0.06 -0.02 -0.16
H 0.24 -0.12 -0.12
H 0.03 -0.19 0.01

Computed properties:
HOMO-LUMO gap (eV): 7.15
LUMO level (Eh): -0.168
Net charge: +1
DFT total energy (eV): -159613.19000
Spin multiplicity: 1

***

This record from OMol25 describes a gas-phase ion, C5H11N2OS (charge +1) in a non-equilibrium geometry. The level of theory is ωB97M-V/def2-TZVPD.

CARTESIAN COORDINATES (ANGSTROEM)
C1 0.24884 1.00803 -1.29385
C2 -1.66628 0.58538 0.13429
C3 -2.32481 1.43011 -0.93170
C4 1.79526 -1.99568 1.25605
C5 0.47352 -1.31178 1.06140
N1 -0.26252 0.58487 -0.05870
N2 1.52376 1.21947 -1.53994
O1 0.61112 0.09792 0.85650
S1 -1.10140 1.58355 -2.26254
H1 -1.91085 0.87209 1.13908
H2 -1.94515 -0.49793 0.29093
H3 -3.25169 1.16950 -1.28563
H4 -2.28276 2.43832 -0.55067
H5 2.37129 -2.12305 0.32895
H6 2.30618 -1.67523 2.18305
H7 1.72338 -3.14426 1.38782
H8 -0.21503 -1.59281 1.87119
H9 -0.13919 -1.66698 0.22747
H10 2.16490 1.01034 -0.74492
H11 1.88145 2.00814 -2.06879

Forces on the atoms, in the same order (eV/Å):
C -3.02 0.97 2.78
C -1.33 -3.09 1.31
C 3.36 1.12 1.23
C 0.43 -2.60 -0.04
C -1.44 -1.89 -0.25
N 2.96 1.15 -3.44
N 1.36 -0.54 1.54
O 0.36 0.78 0.72
S 1.05 -0.57 -1.02
H 0.16 1.18 0.50
H -0.40 0.72 -1.27
H -2.05 -0.85 -0.76
H -0.80 0.35 0.23
H 0.42 1.28 0.32
H 0.11 0.19 -0.92
H -0.89 1.71 0.35
H 0.36 0.89 0.50
H 0.76 -0.36 -0.49
H -0.76 -0.13 -0.80
H -0.65 -0.32 -0.50

Computed properties:
HOMO-LUMO gap (eV): 9.81
LUMO level (Eh): -0.136
Energy above the lowest of the compared OMol25 structures with the same formula, charge and spin (kcal per mole): 57.09
Net charge: +1
DFT total energy (eV): -21217.34143
Spin multiplicity: 1

***

- The lowest HOMO-LUMO gap belongs to which entry?
  C27H33AuIN8